[1]
This record from the OMol25 dataset describes C5H9NO in the gas phase. The level of theory is ωB97M-V/def2-TZVPD.

Geometry as XYZ:
```
16
Properties=species:S:1:pos:R:3:forces:R:3
C 0.22191 -2.03982 0.62864 0.0 -0.1 0.0
C -0.11309 -0.63782 0.19302 0.0 0.0 -0.2
C -0.79352 0.22820 1.22164 0.0 0.1 0.0
C 0.76559 2.09861 -0.85007 -0.2 -0.2 -0.1
N -0.05289 1.28698 -1.37594 0.3 0.3 0.0
C 0.06242 -0.35186 -1.11905 0.0 0.0 0.2
O 0.35903 -0.87426 -2.18379 0.0 0.1 0.2
H -0.67915 -2.64993 0.79109 0.1 0.1 0.0
H 0.77971 -2.02284 1.57657 -0.1 0.0 -0.1
H 0.83968 -2.54621 -0.11875 -0.1 0.1 0.1
H -1.66189 -0.30781 1.63244 0.1 0.1 0.0
H -1.17683 1.17216 0.82168 0.1 -0.2 0.0
H -0.14748 0.47210 2.07989 -0.1 -0.1 -0.1
H 0.86466 3.13045 -1.18038 0.0 -0.1 -0.1
H 1.38306 1.71614 -0.03950 -0.1 0.1 0.0
H -0.58079 1.57474 -2.19846 0.0 0.0 0.1
```
Positions in Å, forces in eV/Å.

Values from the calculation:
Frontier orbital gap   6.78 eV
Net charge   0
HOMO   -7.0 eV
E_LUMO   -0.20 eV

Here are the natural (NBO) charges for atoms 1 to 4, given in e:
1 C -0.610
2 C -0.291
3 C -0.616
4 C 0.052



[2]
This record from the OMol25 dataset describes 2 unconnected molecules or ions with the total composition C5H9NO at a distorted geometry. The level of theory is ωB97M-V/def2-TZVPD.

Geometry as XYZ:
```
16
Properties=species:S:1:pos:R:3:forces:R:3
C 1.28128 1.04557 -0.64315 0.0 0.0 0.1
C -0.00618 0.34929 -1.00685 0.0 0.2 0.0
N 0.08090 -1.03923 -1.45828 -0.1 -0.1 -0.2
C -0.61793 -0.74452 -0.20722 -0.1 0.0 0.2
C -0.01643 -1.30619 1.05824 0.1 0.0 0.0
C -1.95210 1.43645 1.69660 1.1 0.7 0.5
O -1.01700 1.96795 2.06253 -1.2 -0.6 -0.4
H 1.97258 0.36125 -0.14457 -0.1 0.1 -0.1
H 1.77844 1.42377 -1.54329 -0.1 -0.1 0.1
H 1.08781 1.89404 0.02342 0.0 -0.1 -0.1
H -0.71873 0.98639 -1.53542 0.1 -0.1 0.1
H -0.57461 -1.22271 -2.21221 0.1 0.0 0.1
H -1.70902 -0.77598 -0.23588 0.2 0.0 0.0
H 1.06966 -1.38539 0.96865 -0.1 0.0 0.0
H -0.40976 -2.31021 1.25037 0.1 0.1 0.0
H -0.24893 -0.68050 1.92706 0.0 -0.1 -0.1
```
Positions in Å, forces in eV/Å.

Values from the calculation:
Frontier orbital gap   10.63 eV
Net charge   0
HOMO   -9.5 eV
E_LUMO   1.10 eV

Here are the natural (NBO) charges for atoms 1 to 4, given in e:
1 C -0.621
2 C -0.084
3 N -0.602
4 C -0.090



[3]
This record from the OMol25 dataset describes C5H9NO in the gas phase at a distorted geometry. The level of theory is ωB97M-V/def2-TZVPD.

Geometry as XYZ:
```
16
Properties=species:S:1:pos:R:3:forces:R:3
C 1.90288 -0.50576 -0.48038 1.0 -0.2 -0.8
C 1.24428 0.65125 0.11996 1.1 -0.8 1.3
N 1.64583 1.84289 0.08048 -1.2 -0.2 -1.1
O 0.52619 0.01599 1.13141 0.4 0.8 0.1
C -0.80667 -0.18950 0.89049 -1.1 1.7 0.1
C -1.59966 -1.06259 -0.03139 -0.4 -0.3 -0.5
C -1.54577 0.42925 -0.25410 -0.8 0.0 -0.3
H 2.52532 -0.77479 0.38165 0.3 -0.5 -0.6
H 1.25218 -1.35558 -0.71362 0.0 0.4 0.1
H 2.48353 -0.20385 -1.32110 0.7 -0.1 -0.7
H 1.05088 2.49167 0.58705 0.2 -0.1 0.6
H -1.18088 0.14567 1.83954 -1.4 -0.7 0.2
H -1.18938 -1.56421 -0.89712 0.5 -0.3 0.4
H -2.60108 -1.40729 0.19212 0.3 -0.5 0.7
H -1.19646 0.64946 -1.26370 0.5 0.5 0.7
H -2.44904 0.92144 0.06698 0.0 0.5 -0.3
```
Positions in Å, forces in eV/Å.

Values from the calculation:
Frontier orbital gap   10.79 eV
Net charge   0
HOMO   -9.8 eV
E_LUMO   0.96 eV

Here are the natural (NBO) charges for atoms 1 to 4, given in e:
1 C -0.687
2 C 0.582
3 N -0.654
4 O -0.536



[4]
This record from the OMol25 dataset describes 2 unconnected molecules or ions with the total composition C5H9NO at a distorted geometry. The level of theory is ωB97M-V/def2-TZVPD.

Geometry as XYZ:
```
16
Properties=species:S:1:pos:R:3:forces:R:3
O -3.26582 0.09646 0.63059 0.4 0.4 0.1
C -2.23860 -0.14184 0.00151 -1.3 -2.7 -0.9
C -1.31828 0.79426 -0.53359 2.2 -2.3 -0.2
C -0.02419 0.22738 -1.18346 -1.2 2.3 -0.1
C 0.92169 -0.16555 -0.00848 1.4 -0.1 -2.5
C 2.24702 -0.03764 -0.06024 1.0 0.2 0.5
N 3.17463 -0.34708 0.94724 -1.3 -1.2 0.5
H -2.08604 -1.30215 -0.31052 0.1 2.0 0.2
H -1.44554 1.75936 -0.11309 0.2 1.1 -0.3
H -0.32573 -1.32312 1.19696 -1.0 0.2 0.1
H -0.25350 -0.55884 -1.95430 0.3 0.3 1.2
H 0.62709 1.03343 -1.72378 -1.4 -1.1 0.9
H 0.24293 -0.86498 0.57244 0.3 -0.2 0.9
H 2.67084 0.45052 -0.95613 -0.2 0.1 0.7
H 2.82371 -1.05068 1.63902 0.5 1.1 -0.9
H 4.12463 -0.54543 0.67955 -0.1 0.1 -0.3
```
Positions in Å, forces in eV/Å.

Values from the calculation:
Frontier orbital gap   5.11 eV
Net charge   0
HOMO   -7.4 eV
E_LUMO   -2.33 eV

Here are the natural (NBO) charges for atoms 1 to 4, given in e:
1 O -0.612
2 C 0.259
3 C -0.187
4 C -0.486



[5]
This record from the OMol25 dataset describes C5H9NO in the gas phase. The level of theory is ωB97M-V/def2-TZVPD.

Geometry as XYZ:
```
16
Properties=species:S:1:pos:R:3:forces:R:3
C 0.08198 2.77958 0.18421 -0.1 0.1 0.1
C 0.52799 1.57612 -0.60105 -0.1 -0.2 -0.1
C 0.39778 -1.54187 0.94680 0.0 0.0 0.0
C -0.65535 -1.69701 -0.13205 0.0 0.1 0.4
O -0.27498 -2.78154 -0.93494 -0.2 -0.1 -0.2
C -0.18700 0.49603 -0.79950 0.0 -0.2 0.0
N -0.82730 -0.52815 -1.01565 0.3 0.6 0.1
H 0.76051 2.97120 1.02333 -0.1 0.0 -0.1
H -0.92603 2.64500 0.58588 0.1 0.0 -0.1
H 0.07899 3.67343 -0.44930 0.0 -0.1 0.1
H 1.52084 1.57330 -1.04401 -0.1 0.0 0.0
H 1.37710 -1.37959 0.48600 -0.1 0.0 0.1
H 0.17324 -0.69431 1.60124 0.0 -0.1 -0.1
H -1.64246 -1.87221 0.32157 0.1 0.0 -0.1
H 0.43726 -2.45514 1.54494 0.0 0.1 -0.1
H -0.84257 -2.76484 -1.71746 0.1 -0.1 0.1
```
Positions in Å, forces in eV/Å.

Values from the calculation:
Frontier orbital gap   9.58 eV
Net charge   0
HOMO   -8.7 eV
E_LUMO   0.87 eV

Here are the natural (NBO) charges for atoms 1 to 4, given in e:
1 C -0.613
2 C -0.407
3 C -0.646
4 C 0.240



[6]
This record from the OMol25 dataset describes C5H9NO in the gas phase at a distorted geometry. The level of theory is ωB97M-V/def2-TZVPD.

Geometry as XYZ:
```
16
Properties=species:S:1:pos:R:3:forces:R:3
C -1.35590 -0.19108 1.17326 -0.1 0.3 0.3
C -1.25558 0.13801 -0.27286 -0.3 0.1 0.5
N -0.83644 1.38462 -0.82797 -0.3 0.4 -0.3
C 0.09750 0.29599 -0.98739 -0.5 -0.7 1.1
C 1.39141 0.43580 -0.22938 -0.2 -0.2 0.1
C 1.94016 -0.92255 0.09859 -0.1 -0.3 0.1
O 1.30184 -1.94087 -0.04366 0.4 0.3 0.1
H -0.42438 0.04832 1.68973 -0.2 0.1 0.1
H -2.18068 0.36422 1.61323 -0.1 0.0 0.4
H -1.53711 -1.26848 1.29101 0.0 0.3 -0.1
H -2.00819 -0.36966 -0.90014 0.5 -0.1 0.3
H -1.37062 1.64399 -1.64431 0.0 0.0 -0.2
H -0.13766 -0.66355 -1.42325 1.1 0.3 -2.3
H 1.22542 0.98138 0.71338 0.1 -0.1 -0.1
H 2.17413 1.02346 -0.74144 -0.4 -0.2 -0.1
H 2.97610 -0.95959 0.49120 -0.1 0.0 0.0
```
Positions in Å, forces in eV/Å.

Values from the calculation:
Frontier orbital gap   10.29 eV
Net charge   0
HOMO   -9.2 eV
E_LUMO   1.10 eV

Here are the natural (NBO) charges for atoms 1 to 4, given in e:
1 C -0.625
2 C -0.019
3 N -0.579
4 C -0.176



[7]
This record from the OMol25 dataset describes C5H9NO in the gas phase. The level of theory is ωB97M-V/def2-TZVPD.

Geometry as XYZ:
```
16
Properties=species:S:1:pos:R:3:forces:R:3
C -0.35394 1.93430 -1.20470 0.0 0.0 0.0
C -0.59012 0.47558 -0.86482 -0.1 0.1 -0.1
C 0.61456 -0.48522 -0.68172 0.2 -0.1 -0.2
N 0.02812 -0.88086 0.59411 -0.1 0.1 0.1
C 0.53968 -1.68362 1.67095 0.0 -0.1 0.1
C -0.91270 0.11461 0.59650 -0.2 0.0 0.2
O -1.64802 0.53108 1.46037 0.2 -0.2 -0.3
H 0.35419 2.39836 -0.51012 -0.1 -0.1 -0.1
H -1.29581 2.48847 -1.14536 0.1 -0.1 0.0
H 0.04035 2.04198 -2.22132 -0.1 0.0 0.2
H -1.34232 0.03531 -1.52871 0.1 0.1 0.1
H 0.72509 -1.29583 -1.40955 -0.1 0.1 0.1
H 1.57289 0.03868 -0.56430 -0.1 0.0 -0.1
H -0.24038 -1.75432 2.43356 0.1 0.0 -0.1
H 0.77937 -2.69118 1.31372 0.0 0.2 0.1
H 1.43839 -1.24256 2.12215 -0.1 -0.1 -0.1
```
Positions in Å, forces in eV/Å.

Values from the calculation:
Frontier orbital gap   10.25 eV
Net charge   0
HOMO   -9.4 eV
E_LUMO   0.89 eV

Here are the natural (NBO) charges for atoms 1 to 4, given in e:
1 C -0.609
2 C -0.305
3 C -0.197
4 N -0.427



[8]
This record from the OMol25 dataset describes C5H9NO in the gas phase at a distorted geometry. The level of theory is ωB97M-V/def2-TZVPD.

Geometry as XYZ:
```
16
Properties=species:S:1:pos:R:3:forces:R:3
C -0.11230 1.54548 0.82629 -0.5 0.7 0.7
C -0.12957 -0.81728 0.32417 -0.4 1.2 1.0
C 1.35792 -0.85701 0.25183 0.1 -0.5 0.3
C -0.79421 -0.76744 -1.00495 -0.7 -0.7 0.3
O -0.04294 -0.12668 -2.02951 0.0 0.1 -0.1
C -0.81776 0.34472 1.48625 2.3 -0.9 -3.1
N -1.55932 0.24852 2.40845 -0.9 -0.2 1.0
H -0.05422 1.45568 -0.25297 0.0 0.1 0.0
H -0.67033 2.44696 1.09697 0.2 -0.1 -0.1
H 0.89969 1.60063 1.22701 -0.1 0.1 0.0
H 1.82836 -0.77841 1.23496 0.0 0.0 -0.1
H 1.82550 -0.15831 -0.46054 -0.3 0.0 0.2
H 1.57499 -1.86373 -0.14126 0.1 0.2 0.1
H -0.91999 -1.84622 -1.22481 -0.1 0.2 -0.3
H -1.79999 -0.34039 -0.91419 0.1 0.0 -0.1
H -0.58584 -0.08653 -2.82769 0.1 0.0 0.2
```
Positions in Å, forces in eV/Å.

Values from the calculation:
Frontier orbital gap (alpha / beta)   8.50 / 7.61 eV
Net charge   0
HOMO (alpha / beta)   -8.5 / -8.2 eV
E_LUMO (alpha / beta)   -0.04 / -0.61 eV

Here are the natural (NBO) charges for atoms 1 to 4, given in e:
1 C -0.653
2 C 0.141
3 C -0.730
4 C -0.192



Question: Which formula does entry 2 have?
Answer: C5H9NO



Repeat the first record exactly.
This record from the OMol25 dataset describes C5H9NO in the gas phase. The level of theory is ωB97M-V/def2-TZVPD.

Geometry as XYZ:
```
16
Properties=species:S:1:pos:R:3:forces:R:3
C 0.22191 -2.03982 0.62864 0.0 -0.1 0.0
C -0.11309 -0.63782 0.19302 0.0 0.0 -0.2
C -0.79352 0.22820 1.22164 0.0 0.1 0.0
C 0.76559 2.09861 -0.85007 -0.2 -0.2 -0.1
N -0.05289 1.28698 -1.37594 0.3 0.3 0.0
C 0.06242 -0.35186 -1.11905 0.0 0.0 0.2
O 0.35903 -0.87426 -2.18379 0.0 0.1 0.2
H -0.67915 -2.64993 0.79109 0.1 0.1 0.0
H 0.77971 -2.02284 1.57657 -0.1 0.0 -0.1
H 0.83968 -2.54621 -0.11875 -0.1 0.1 0.1
H -1.66189 -0.30781 1.63244 0.1 0.1 0.0
H -1.17683 1.17216 0.82168 0.1 -0.2 0.0
H -0.14748 0.47210 2.07989 -0.1 -0.1 -0.1
H 0.86466 3.13045 -1.18038 0.0 -0.1 -0.1
H 1.38306 1.71614 -0.03950 -0.1 0.1 0.0
H -0.58079 1.57474 -2.19846 0.0 0.0 0.1
```
Positions in Å, forces in eV/Å.

Values from the calculation:
Frontier orbital gap   6.78 eV
Net charge   0
HOMO   -7.0 eV
E_LUMO   -0.20 eV

Here are the natural (NBO) charges for atoms 1 to 4, given in e:
1 C -0.610
2 C -0.291
3 C -0.616
4 C 0.052



Repeat the third record exactly.
This record from the OMol25 dataset describes C5H9NO in the gas phase at a distorted geometry. The level of theory is ωB97M-V/def2-TZVPD.

Geometry as XYZ:
```
16
Properties=species:S:1:pos:R:3:forces:R:3
C 1.90288 -0.50576 -0.48038 1.0 -0.2 -0.8
C 1.24428 0.65125 0.11996 1.1 -0.8 1.3
N 1.64583 1.84289 0.08048 -1.2 -0.2 -1.1
O 0.52619 0.01599 1.13141 0.4 0.8 0.1
C -0.80667 -0.18950 0.89049 -1.1 1.7 0.1
C -1.59966 -1.06259 -0.03139 -0.4 -0.3 -0.5
C -1.54577 0.42925 -0.25410 -0.8 0.0 -0.3
H 2.52532 -0.77479 0.38165 0.3 -0.5 -0.6
H 1.25218 -1.35558 -0.71362 0.0 0.4 0.1
H 2.48353 -0.20385 -1.32110 0.7 -0.1 -0.7
H 1.05088 2.49167 0.58705 0.2 -0.1 0.6
H -1.18088 0.14567 1.83954 -1.4 -0.7 0.2
H -1.18938 -1.56421 -0.89712 0.5 -0.3 0.4
H -2.60108 -1.40729 0.19212 0.3 -0.5 0.7
H -1.19646 0.64946 -1.26370 0.5 0.5 0.7
H -2.44904 0.92144 0.06698 0.0 0.5 -0.3
```
Positions in Å, forces in eV/Å.

Values from the calculation:
Frontier orbital gap   10.79 eV
Net charge   0
HOMO   -9.8 eV
E_LUMO   0.96 eV

Here are the natural (NBO) charges for atoms 1 to 4, given in e:
1 C -0.687
2 C 0.582
3 N -0.654
4 O -0.536